47
Properties=species:S:1:pos:R:3 method="wB97M-V/def2-TZVPD" e_homo_ev=-3.91 molar_mass_g_mol=1006.9 total_energy_ha=-11278.428963 largest_force_ev_per_a=4.37 lumo_ev=1.447 orbital_gap_ha=0.197 charge=-1
O 6.952 -0.050 -1.323
C 7.613 -0.883 -1.964
O 8.769 -0.844 -2.252
Si 6.569 -2.406 -2.441
O 5.004 -1.922 -2.916
Si 3.973 -1.959 -1.664
F 3.672 -3.453 -1.258
S 2.120 -1.116 -2.354
H 6.447 -3.219 -1.202
H 7.145 -3.199 -3.546
H 4.512 -1.211 -0.535
H 2.341 0.184 -2.146
C -1.305 -2.877 -2.434
Cl -1.124 -1.333 -3.254
Cl -2.965 -3.479 -2.584
Cl -0.170 -4.058 -3.079
H -1.083 -2.734 -1.389
C -5.478 -3.933 -5.539
Cl -5.496 -4.819 -4.009
Cl -3.835 -3.596 -6.066
Cl -6.358 -4.829 -6.780
H -5.984 -2.991 -5.385
C -4.511 -0.967 -0.167
Cl -4.467 -0.172 -1.734
Cl -2.890 -1.457 0.342
Cl -5.275 0.075 1.041
H -5.112 -1.860 -0.260
C -4.361 -1.237 4.371
Cl -6.017 -1.844 4.409
Cl -4.163 0.067 5.538
Cl -3.207 -2.535 4.685
H -4.169 -0.844 3.383
C -0.458 2.062 6.339
Cl -1.582 3.418 6.451
Cl -0.958 0.927 5.089
Cl 1.178 2.630 6.007
H -0.456 1.547 7.287
C 2.383 3.993 2.835
Cl 1.287 5.377 3.017
Cl 1.739 2.880 1.634
Cl 4.000 4.511 2.404
H 2.428 3.471 3.779
C 0.667 6.884 -0.366
Cl -0.442 8.253 -0.205
Cl 0.069 5.733 -1.564
Cl 2.286 7.432 -0.777
H 0.715 6.379 0.586

=====

93
Properties=species:S:1:pos:R:3 method="wB97M-V/def2-TZVPD" e_homo_ev="-4.35 / -4.79" multiplicity=5 molar_mass_g_mol=712.6 total_energy_ha=-3506.553431 largest_force_ev_per_a=1.01 lumo_ev="2.124 / 1.125" orbital_gap_ha="0.238 / 0.217" charge=-1
Fe 0.089 -1.458 0.353
C 4.315 4.629 -1.666
C 2.914 4.342 -1.122
C 1.894 4.835 -2.159
C 2.733 5.139 0.180
C 2.694 2.851 -0.838
C 1.459 2.431 -0.415
C 1.226 1.068 -0.144
N 0.063 0.482 0.199
C -1.190 1.047 0.313
C -1.509 2.336 0.731
C -2.825 2.752 0.759
C -3.809 1.830 0.375
C -3.546 0.514 0.004
C -2.198 0.090 0.006
O -1.814 -1.139 -0.237
C -4.660 -0.474 -0.350
C -4.434 -1.021 -1.768
C -6.043 0.180 -0.314
C -4.661 -1.636 0.657
C -3.149 4.171 1.241
C -4.637 4.498 1.121
C -2.743 4.313 2.716
C -2.370 5.198 0.405
C 2.266 0.098 -0.360
O 1.959 -1.150 -0.184
C 3.549 0.534 -0.773
C 3.721 1.891 -0.984
C 4.665 -0.491 -0.992
C 4.916 -1.271 0.309
C 5.982 0.176 -1.400
C 4.257 -1.471 -2.105
H 4.406 5.697 -1.881
H 4.504 4.082 -2.593
H 5.091 4.367 -0.943
H 2.058 5.895 -2.381
H 0.868 4.720 -1.804
H 1.991 4.267 -3.088
H 2.918 6.205 0.010
H 3.428 4.782 0.943
H 1.719 5.026 0.572
H 0.650 3.138 -0.335
H -0.726 2.995 1.083
H -4.842 2.147 0.396
H -4.436 -0.202 -2.493
H -5.236 -1.718 -2.034
H -3.480 -1.542 -1.834
H -6.114 1.018 -1.015
H -6.296 0.541 0.687
H -6.794 -0.561 -0.600
H -3.708 -2.163 0.641
H -5.461 -2.343 0.414
H -4.829 -1.257 1.669
H -5.244 3.843 1.753
H -4.987 4.404 0.090
H -4.810 5.527 1.445
H -3.285 3.588 3.329
H -2.970 5.320 3.085
H -1.675 4.131 2.853
H -2.606 5.084 -0.656
H -1.290 5.077 0.524
H -2.628 6.218 0.711
H 4.695 2.229 -1.306
H 5.196 -0.587 1.115
H 5.735 -1.982 0.161
H 4.028 -1.824 0.613
H 6.331 0.881 -0.640
H 5.890 0.705 -2.354
H 6.747 -0.595 -1.520
H 3.360 -2.029 -1.836
H 5.068 -2.185 -2.284
H 4.067 -0.928 -3.035
O 1.162 -4.106 -1.345
C 0.565 -4.260 -0.292
O 0.091 -3.327 0.475
C 0.302 -5.655 0.226
C -0.382 -5.861 1.416
C -0.630 -7.151 1.898
C -0.163 -8.192 1.139
O -0.274 -9.539 1.388
C 0.383 -10.198 0.306
O 0.869 -9.204 -0.590
C 0.519 -7.988 -0.042
C 0.770 -6.736 -0.531
H -0.715 -4.995 1.972
H -1.162 -7.326 2.825
H -0.328 -10.843 -0.212
H 1.219 -10.784 0.692
H 1.301 -6.555 -1.455
F -1.197 -0.780 2.831
C 0.013 -1.183 2.396
F 0.904 -0.258 2.826
F 0.303 -2.324 3.055